ORCA calculation (ωB97M-V/def2-TZVPD) on a structure of composition C23H29IrN5O2SSb2Se in a non-equilibrium geometry.

The relative energy (zero: lowest compared OMol25 entry of this formula, charge and spin) comes out at 191.3 kJ/mol. Its LUMO energy (spin up / spin down) is -4.4 / -4.4 eV. As for the charge: +1.

Each line ends with the Löwdin charge.
Geometry (Å):
Ir (0.2443, -0.3126, 0.4126)  0.79
C (2.4584, -0.4986, 4.1177)  -0.27
Sb (1.2026, 0.4942, 2.7417)  1.38
C (2.0465, 2.4294, 2.7887)  -0.27
C (-0.4973, 0.6918, 4.0331)  -0.28
C (-0.9188, 2.1244, 4.1076)  -0.31
C (-0.3375, 2.9989, 5.0236)  -0.07
C (-0.6259, 4.3531, 5.0032)  -0.07
C (-1.4896, 4.8531, 4.0361)  -0.06
C (-2.1106, 3.9787, 3.1589)  -0.04
C (-1.8661, 2.6083, 3.2097)  -0.28
C (-2.7094, 1.6640, 2.4053)  -0.29
Sb (-2.0186, 0.9452, 0.5132)  1.43
C (-3.9405, 0.4070, -0.1623)  -0.24
C (-1.7669, 2.8194, -0.4162)  -0.25
H (2.5798, 0.1796, 4.9614)  0.02
H (3.4268, -0.7173, 3.6723)  0.02
H (1.9919, -1.4286, 4.4355)  0.02
H (1.9477, 2.8115, 3.8014)  0.01
H (1.5331, 3.0920, 2.0938)  0.03
H (3.0988, 2.3577, 2.5167)  0.01
H (-0.1721, 0.2997, 4.9972)  0.08
H (-1.2589, 0.0348, 3.6220)  0.04
H (0.3441, 2.6025, 5.7698)  0.12
H (-0.1824, 5.0137, 5.7359)  0.11
H (-1.7049, 5.9119, 3.9891)  0.11
H (-2.8271, 4.3592, 2.4387)  0.12
H (-3.6321, 2.1543, 2.0866)  0.07
H (-2.9777, 0.7686, 2.9661)  0.07
H (-4.4910, 1.3439, -0.2344)  0.03
H (-4.4094, -0.2607, 0.5579)  0.03
H (-3.8616, -0.0803, -1.1240)  0.00
H (-2.7464, 3.2949, -0.4548)  0.03
H (-1.3808, 2.6878, -1.4232)  0.01
H (-1.0791, 3.4282, 0.1704)  0.02
N (2.8883, -4.9612, -3.1252)  0.13
C (1.9675, -3.9551, -3.0712)  -0.30
C (0.8434, -4.0646, -2.2377)  -0.01
C (-0.0722, -3.0399, -2.1638)  -0.06
C (0.1222, -1.8837, -2.9246)  -0.32
C (1.2311, -1.7592, -3.7641)  -0.06
C (2.1439, -2.7874, -3.8335)  -0.02
S (-0.9052, -0.5262, -2.6495)  0.59
O (-1.1073, 0.2423, -3.8348)  -0.25
O (-2.0364, -0.9718, -1.8888)  -0.37
N (-0.0724, 0.4272, -1.5323)  -0.31
C (1.1767, 0.9694, -1.7316)  -0.50
N (1.6595, 1.3798, -2.8891)  0.17
C (2.8754, 1.9191, -2.8353)  -0.07
C (3.6053, 2.0454, -1.6547)  -0.02
C (3.0267, 1.5527, -0.5097)  -0.10
N (1.8021, 1.0146, -0.5434)  -0.01
H (2.6966, -5.8391, -2.6786)  0.10
H (3.6087, -4.9491, -3.8230)  0.10
H (0.6885, -4.9659, -1.6566)  0.12
H (-0.9601, -3.1414, -1.5531)  0.11
H (1.3572, -0.8651, -4.3618)  0.11
H (3.0067, -2.7032, -4.4841)  0.12
H (3.2863, 2.2542, -3.7807)  0.13
H (4.5851, 2.4980, -1.6365)  0.11
H (3.5337, 1.5737, 0.4462)  0.10
Se (-1.0851, -4.6340, 2.0310)  0.60
C (-0.4606, -3.0469, 1.6460)  -0.96
N (-0.0403, -1.9795, 1.3843)  -0.27

Force components x, y, z for each atom (eV/Å):
Ir 1.6518 2.3292 0.8668
C 0.2441 -0.2320 -0.2765
Sb -0.6246 -0.4879 -0.0494
C 0.0855 -0.0085 -0.3034
C 0.1009 0.0963 0.2172
C 0.0899 -0.2044 0.1034
C 0.0552 -0.0612 0.0177
C -0.0344 0.0137 -0.0647
C 0.0442 -0.0516 0.0177
C -0.0782 0.0751 -0.0372
C -0.3459 -0.0001 -0.1616
C 0.1777 -0.0485 -0.0098
Sb 0.3424 -0.1044 0.0124
C 0.0140 -0.3236 -0.0268
C 0.1328 0.0138 -0.1126
H -0.0027 -0.0369 0.0190
H 0.0156 -0.0071 0.0734
H -0.0163 0.0220 0.0108
H 0.0307 0.0142 -0.0056
H -0.0089 0.0077 0.0453
H -0.0073 0.0704 0.0714
H -0.0457 0.0103 0.0085
H 0.0329 -0.0783 0.1334
H 0.0003 0.0241 -0.0181
H 0.0182 0.0043 -0.0185
H -0.0105 -0.0016 0.0064
H -0.0267 0.0072 0.0561
H -0.0078 -0.0141 0.0948
H -0.1495 0.1330 0.0889
H -0.0261 0.0001 0.0532
H -0.0104 0.0306 0.0189
H -0.0806 0.0199 -0.0503
H 0.0271 0.0555 0.0308
H -0.0425 0.0229 -0.0063
H -0.0282 0.0114 0.0025
N -0.0390 0.1131 0.0743
C 0.0951 -0.0627 0.0015
C -0.0207 -0.0512 -0.0160
C 0.0195 0.0520 -0.1113
C 0.3328 -0.1324 0.1380
C -0.0977 -0.0673 0.0108
C 0.0364 -0.0224 -0.0366
S -0.0315 0.4122 -0.4822
O 0.2086 0.0335 0.0286
O -0.1958 -0.0506 0.1312
N -0.0426 -0.8892 -0.2834
C -0.6324 -0.2324 -0.3955
N 0.3079 0.0857 0.0005
C -0.1588 -0.0862 -0.0443
C 0.0279 0.0187 -0.0738
C -0.1055 -0.1369 0.2140
N -0.2728 0.1002 0.0650
H -0.0086 -0.0165 -0.0324
H -0.0158 -0.0185 -0.0228
H -0.0009 0.0122 -0.0179
H 0.0788 0.0503 0.0884
H -0.0078 -0.0180 0.0275
H -0.0400 -0.0116 -0.0094
H -0.0015 0.0349 0.0179
H -0.0105 -0.0222 -0.0192
H -0.0096 0.0066 -0.0192
Se 0.1243 0.0671 -0.0008
C -0.2614 -0.1075 0.1031
N -0.7953 -0.3623 -0.1438

=====

ORCA calculation (ωB97M-V/def2-TZVPD) on a cluster of 5 separate species, C5H7Cl13 in total in a non-equilibrium geometry.

The relative energy (zero: lowest compared OMol25 entry of this formula, charge and spin) comes out at 57.0 kJ/mol. Its LUMO energy is 0.2 eV. As for the structure (SMILES): ClC(Cl)Cl.ClC(Cl)Cl.ClC(Cl)Cl.ClCCl.ClCCl.

Each line ends with the Löwdin charge.
Geometry (Å):
Cl (1.5352, 0.0451, -0.6584)  0.53
C (0.3372, -1.0815, -1.2326)  -1.60
Cl (0.9774, -2.6899, -1.0950)  0.54
Cl (-0.1841, -0.6956, -2.8813)  0.52
H (-0.5275, -1.0026, -0.5737)  0.01
Cl (5.9893, -7.4943, -4.3299)  0.50
C (4.8860, -7.8012, -2.9790)  -1.50
Cl (5.7222, -7.6280, -1.4215)  0.51
Cl (4.1562, -9.4616, -3.1798)  0.47
H (4.1126, -7.0394, -3.0764)  0.01
Cl (-4.0282, -0.5763, 5.9742)  0.51
C (-2.3604, -1.1127, 6.3262)  -1.52
Cl (-1.5322, -1.7024, 4.8424)  0.48
Cl (-2.3034, -2.3642, 7.5722)  0.52
H (-1.7617, -0.2750, 6.6840)  0.01
Cl (1.2659, 5.8012, -2.3984)  0.44
C (1.7922, 6.2378, -0.7070)  -0.99
Cl (0.8201, 7.5406, -0.0341)  0.50
H (1.6643, 5.3329, -0.1129)  0.02
H (2.8352, 6.5295, -0.8306)  0.02
Cl (-3.6338, 2.9154, -0.2899)  0.49
C (-4.6856, 4.0307, -1.1583)  -1.04
Cl (-5.3313, 3.2843, -2.6339)  0.49
H (-5.5319, 4.2062, -0.4941)  0.02
H (-4.2137, 5.0011, -1.3123)  0.04

Force components x, y, z for each atom (eV/Å):
Cl 0.3399 0.6259 0.1122
C -0.5698 0.2524 0.1243
Cl 0.0487 -0.7560 -0.1357
Cl 0.0594 -0.0922 0.1712
H 0.1144 -0.0219 -0.2677
Cl 0.0256 -0.0650 0.1592
C 0.0114 -0.5307 -0.3558
Cl -0.3860 -0.1263 -0.4618
Cl 0.3684 1.1521 0.3184
H -0.0208 -0.4272 0.3397
Cl 0.7262 -0.2339 0.1726
C 0.2850 -0.0871 -0.3664
Cl -0.4204 0.2296 0.4204
Cl -0.1912 0.1684 -0.1309
H -0.3974 -0.0764 -0.1004
Cl 0.1065 0.1887 0.7298
C -0.0966 -0.4979 -1.0394
Cl 0.1758 -0.0837 -0.0162
H 0.0840 0.3072 -0.0382
H -0.2803 0.0791 0.3634
Cl 0.3356 0.0797 -0.0158
C -0.8658 0.0580 0.6174
Cl 0.2528 0.3914 0.0610
H 0.0205 -0.0954 -0.1966
H 0.2742 -0.4386 -0.4648